[1]
Density functional theory data (wB97M-V/def2-TZVPD) for the molecule C3H5P at a distorted geometry.

Frontier orbital gap   0.2840 hartree
Net charge   0
Largest force on an atom   1.7 eV Å⁻¹
Relative energy (zero: lowest compared OMol25 entry of this formula, charge and spin)   389.4 kJ/mol
Total energy   -458.43316 Eh
SMILES   [PH3]=c1cc1
2S+1   1

```
9
C3H5P (wB97M-V/def2-TZVPD)
C -0.04384 -2.03968 -0.64454
C 0.86237 -1.43576 -1.38129
C 0.85198 -1.09920 0.04322
P 0.14361 0.61528 0.58965
H -0.85277 -2.72439 -0.55837
H 1.23782 -1.23177 -2.35610
H -1.08883 0.28281 1.12911
H -0.30675 1.97809 0.64168
H 0.87644 0.70707 1.74916
```



[2]
Density functional theory data (wB97M-V/def2-TZVPD) for the molecule C4H9NO at a distorted geometry.

Frontier orbital gap   0.3884 hartree
Net charge   0
Largest force on an atom   1.9 eV Å⁻¹
Relative energy (zero: lowest compared OMol25 entry of this formula, charge and spin)   302.1 kJ/mol
Total energy   -287.71738 Eh
SMILES   OCCN1CC1
2S+1   1

```
15
C4H9NO (wB97M-V/def2-TZVPD)
O -2.11742 0.19933 -0.67004
C -1.76154 -0.10579 0.65489
C -0.27751 0.04098 0.89569
N 0.25005 -0.23504 -0.44177
C 1.31149 0.76047 -0.86108
C 1.58780 -0.65574 -0.58657
H -1.38731 -0.24175 -1.17278
H -1.98316 -1.15546 0.83422
H -2.21828 0.52906 1.42160
H -0.11474 1.05579 1.27939
H -0.01119 -0.62949 1.73555
H 1.38920 1.10950 -1.89708
H 1.60938 1.48176 -0.09528
H 2.00894 -0.88740 0.37630
H 1.71427 -1.26621 -1.47305
```



[3]
Density functional theory data (wB97M-V/def2-TZVPD) for a structure of composition C3H4N2 at a distorted geometry.

Frontier orbital gap   0.3239 hartree
Net charge   0
Largest force on an atom   2.9 eV Å⁻¹
Relative energy (zero: lowest compared OMol25 entry of this formula, charge and spin)   553.1 kJ/mol
Total energy   -226.01452 Eh
2S+1   1

```
9
C3H4N2 (wB97M-V/def2-TZVPD)
C -0.39288 0.52471 -0.12817
C 1.47591 0.18354 -0.24258
N -1.52946 0.84058 0.34007
N 0.45961 -1.80911 0.86966
C 0.51737 -0.75911 0.19902
H -1.92904 1.64533 -0.14512
H -0.44728 -1.87997 1.33594
H 0.04966 1.17393 -0.94273
H 1.79613 0.08010 -1.28611
```



[4]
Density functional theory data (wB97M-V/def2-TZVPD) for a structure of composition C9H16BiClIrNO at a distorted geometry.

Frontier orbital gap (spin up / spin down)   0.1886 / 0.2519 hartree
Net charge   -1
Largest force on an atom   5.1 eV Å⁻¹
Relative energy (zero: lowest compared OMol25 entry of this formula, charge and spin)   0.0 kJ/mol
<S²>   8.782
Total energy   -1261.35394 Eh
2S+1   6

```
30
C9H16BiClIrNO (wB97M-V/def2-TZVPD)
Ir 0.17119 -0.04117 0.49215
Cl -0.51338 -1.47802 -1.18994
C 2.01306 -0.47796 0.10955
H 2.63012 -0.00338 0.90017
H 2.36528 -0.18125 -0.88475
H 2.06738 -1.58220 0.21573
Bi 0.24169 0.61435 -3.08747
C 1.27295 -0.90350 -4.42100
C -1.85019 0.51016 -3.96177
C 0.85378 2.31095 -4.22287
H -2.49577 1.10777 -3.30785
H -1.77890 0.96059 -4.95197
H -2.17779 -0.53175 -3.99768
H 2.23490 -1.15207 -3.94499
H 0.64328 -1.79569 -4.52874
H 1.43627 -0.39245 -5.37741
H 1.86196 2.30284 -4.65998
H 0.11122 3.08482 -4.45269
O -0.88003 0.78758 1.75125
N -0.86123 0.23274 3.05049
C -0.81835 -1.10640 3.25107
C -0.62719 -1.57656 4.55319
C -0.54555 -0.67335 5.60613
C -0.75486 0.68466 5.36058
C -0.98900 1.12667 4.06216
H -0.87124 -1.73958 2.36922
H -0.50199 -2.64797 4.69581
H -0.31726 -1.02945 6.61534
H -0.76229 1.42180 6.16945
H -1.15806 2.16782 3.78685
```



[5]
Density functional theory data (wB97M-V/def2-TZVPD) for a cluster of 2 separate species, C2H3NO3 in total at a distorted geometry.

Frontier orbital gap   0.3563 hartree
Net charge   0
Largest force on an atom   6.7 eV Å⁻¹
Relative energy (zero: lowest compared OMol25 entry of this formula, charge and spin)   631.3 kJ/mol
Total energy   -358.28923 Eh
2S+1   1

```
9
C2H3NO3 (wB97M-V/def2-TZVPD)
C -0.51818 0.94178 -0.48286
C 0.64156 -0.35884 1.18864
H -0.41254 -1.57231 -1.95472
H -0.94814 1.55216 0.42398
H 0.60199 0.74325 1.81524
N -0.09434 -0.32182 0.01516
O 0.56202 -1.05320 -1.04751
O -1.08381 1.30166 -1.59421
O 1.25142 -1.23268 1.63628
```



[6]
Density functional theory data (wB97M-V/def2-TZVPD) for a structure of composition C28H27Cl2InN7O4S2 at a distorted geometry.

Frontier orbital gap   0.2897 hartree
Net charge   -1
Largest force on an atom   1.6 eV Å⁻¹
Relative energy (zero: lowest compared OMol25 entry of this formula, charge and spin)   0.0 kJ/mol
Total energy   -3674.42395 Eh
2S+1   1

```
71
C28H27Cl2InN7O4S2 (wB97M-V/def2-TZVPD)
In 8.91434 -14.08943 13.03366
O 11.65040 -12.01492 15.34318
N 10.85446 -12.82648 15.86258
O 9.84542 -13.17038 15.15650
O 9.05942 -14.95718 9.37209
C 8.11832 -15.40752 10.00385
C 6.98465 -16.21082 9.39150
C 6.12101 -16.59958 10.58364
C 6.71700 -15.80939 11.71601
O 6.27047 -15.68302 12.84502
N 7.91485 -15.25355 11.33441
H 7.39955 -17.02249 8.82362
H 6.40041 -15.55671 8.75387
H 6.19468 -17.66415 10.84656
H 5.06082 -16.29009 10.47165
N 10.26973 -10.75560 13.32422
C 10.03602 -11.20693 12.11230
S 10.60959 -12.72606 11.53690
N 9.39601 -10.47176 11.18162
C 8.61733 -9.29233 11.28570
C 7.94997 -8.95818 12.44273
C 7.13197 -7.82665 12.47342
C 6.92465 -7.05721 11.33067
C 7.61176 -7.41798 10.16217
C 8.44047 -8.50163 10.15021
H 10.82580 -11.29611 14.02882
H 9.83375 -9.88435 13.57031
H 9.30898 -10.97449 10.29529
H 7.91944 -9.67118 13.27033
H 6.57472 -7.63819 13.38571
H 6.25064 -6.21528 11.28087
H 7.43294 -6.86650 9.23883
H 8.96063 -8.83065 9.23744
N 9.28984 -16.87504 14.21447
C 9.85824 -15.95873 13.59803
H 9.82322 -17.71784 14.31546
C 5.06597 -11.10178 9.95921
C 6.22241 -11.89311 9.75497
C 6.94978 -12.31764 10.81212
C 6.59228 -12.00765 12.14241
C 7.34526 -12.50492 13.26154
C 7.08997 -11.95447 14.48818
C 6.03126 -11.07868 14.71686
C 5.22699 -10.68658 13.67976
C 5.51064 -11.10637 12.35110
C 4.74528 -10.69888 11.21466
H 4.48995 -10.73004 9.11133
H 6.56219 -12.13010 8.72411
H 7.83640 -12.90236 10.64817
H 7.71257 -12.22940 15.33509
H 5.84889 -10.66673 15.70367
H 4.45930 -9.94901 13.84660
H 3.89825 -10.03411 11.35345
Cl 5.83857 -17.41450 17.02060
C 6.42312 -16.28150 15.73628
Cl 7.26987 -14.91120 16.46106
H 5.57451 -15.96645 15.15364
H 7.19610 -16.77176 15.15365
C 15.24130 -19.07606 11.63104
C 13.94142 -18.92650 12.32835
C 13.32765 -20.01999 12.92709
C 12.09358 -19.83146 13.49733
N 11.47947 -18.65558 13.55008
C 12.15145 -17.64793 12.99664
S 11.56626 -15.99052 12.94637
N 13.35377 -17.74156 12.39132
H 15.94485 -19.52543 12.30558
H 15.58517 -18.09150 11.32496
H 15.15836 -19.74896 10.74381
H 13.77545 -21.02328 12.91010
H 11.61282 -20.66894 13.97401
```



Which formula does entry 1 have? C3H5P



Which of these has the highest relative energy (zero: lowest compared OMol25 entry of this formula, charge and spin)? C2H3NO3